23
Properties=species:S:1:pos:R:3:forces:R:3:lowdin_charge:R:1 method="wB97M-V/def2-TZVPD" total_charge=-1 orbital_gap_ha="0.080 / 0.404" relative_energy_kj_mol=116.2 s2=0.7505 e_tot_ev=-13579.9206 homo_energy_ev="0.973 / -7.811" lumo_ev="3.160 / 3.172" multiplicity=2
H 3.10026 -0.81520 2.30953 -0.57 0.87 0.30 0.0083
O -4.79114 3.34098 1.47358 -0.59 -0.28 0.59 -0.1264
H -5.59628 2.79866 1.46736 0.25 0.12 -0.40 0.0181
H 1.27045 -1.43043 2.19672 -0.63 1.80 0.46 0.0008
H 0.54000 -3.74065 -1.30775 -0.20 -0.06 0.00 0.0069
H 3.04867 -1.00546 -2.09237 -0.43 -0.02 0.35 0.0047
H -2.49800 -0.54846 -0.42260 1.41 -2.33 -1.12 0.0451
O 1.73856 3.28611 -1.04248 -0.13 0.25 0.15 -0.1756
H 2.44820 -2.40410 2.44128 0.89 -0.41 -0.91 0.0116
H -4.58538 3.32121 2.41868 0.34 0.16 -0.19 0.0179
O -2.43126 -1.53132 -0.80637 -1.26 2.59 1.38 -0.1984
H 3.04263 -0.37493 -0.63439 -0.01 -0.19 -0.96 -0.0062
H 2.29544 -1.47724 0.84785 0.34 -0.52 -0.13 -0.0231
C 2.30868 -1.44010 1.92790 -0.10 -1.81 0.34 -0.1265
O 3.51026 -0.41223 -1.49305 0.44 0.31 0.51 -0.1445
O 0.27275 -2.89860 -0.92923 0.16 0.04 0.14 -0.1262
H 1.81524 2.87818 -1.91563 0.10 -0.11 0.07 -0.0177
H -3.37724 -1.69454 -0.70413 -0.10 -0.82 -0.29 -0.0028
H -0.68765 -2.91912 -0.79642 0.06 0.20 -0.15 -0.0112
H 2.62900 3.56312 -0.78790 -0.04 -0.18 -0.16 -0.0064
H -1.00519 1.54320 -0.12287 -0.21 -0.20 0.12 0.0217
H -1.38738 0.99990 -1.47878 -0.02 -0.19 -0.07 0.0005
O -1.66063 0.96104 -0.54895 0.27 0.77 -0.05 -0.1706

=====

13
Properties=species:S:1:pos:R:3:forces:R:3:lowdin_charge:R:1 method="wB97M-V/def2-TZVPD" total_charge=+1 orbital_gap_ha=0.319 relative_energy_kj_mol=276.4 e_tot_ev=-14852.5336 homo_energy_ev=-13.781 lumo_ev=-5.109 multiplicity=1 smiles=IOC[NH+]1CC1
H 0.58891 -1.59295 -1.07048 0.02 0.90 2.69 0.1817
C 1.54938 -0.05715 0.33744 -1.64 0.17 -5.24 -0.0086
H -0.40298 0.05538 1.40271 0.63 0.30 -1.34 0.1967
H -0.77864 0.39224 -1.46108 -0.91 0.85 0.57 0.1391
N -0.00469 0.08304 0.42453 2.23 -1.44 1.44 -0.0099
I -3.56661 -0.08368 0.02870 0.54 0.17 -0.19 1.0198
H 0.69156 -1.96383 0.75958 -0.54 -2.33 2.27 0.0795
C -0.84838 1.00359 -0.51509 2.85 -1.41 -0.69 -0.3206
O -1.98934 1.17723 0.15206 -0.88 0.93 -0.21 -0.6864
H -0.13957 1.89913 -0.64316 -1.79 -0.69 0.38 0.1700
H 2.14042 -0.07608 1.16246 1.16 0.47 2.63 0.0839
H 2.05667 0.40450 -0.63611 -1.48 -0.60 2.42 0.1835
C 0.70326 -1.24143 0.05845 -0.21 2.69 -4.72 -0.0287

=====

75
Properties=species:S:1:pos:R:3:forces:R:3:lowdin_charge:R:1 method="wB97M-V/def2-TZVPD" total_charge=+2 orbital_gap_ha="0.298 / 0.255" relative_energy_kj_mol=553.5 s2=3.7869 e_tot_ev=-162571.0582 homo_energy_ev="-13.902 / -14.005" lumo_ev="-5.781 / -7.065" multiplicity=4
H 0.48861 3.96791 1.44537 -0.03 -0.01 0.01 -0.0096
H 5.13939 -0.89512 0.89774 0.00 0.01 -0.04 0.1601
H 0.12610 -1.57218 -3.46885 -0.01 0.01 0.01 0.0292
H 5.06095 1.94272 -0.90242 -0.03 0.00 0.00 0.1216
Sb -0.93543 -0.53518 0.22940 -0.20 -0.13 -0.21 0.9343
N 4.45657 -0.90123 1.65814 0.03 0.04 0.01 0.1632
H -1.73895 -3.34518 -2.18208 0.00 0.03 -0.01 0.0206
H -4.77481 1.10749 -0.07292 0.04 -0.01 0.00 0.0396
O 2.35690 0.25686 -0.26769 0.07 -0.20 -0.09 -0.4297
H 5.06366 0.89335 3.71945 0.00 0.00 0.00 0.0913
H 1.94491 -4.13388 -0.63047 0.02 0.01 0.00 0.0488
C -4.08087 -1.67219 -1.06149 0.01 0.04 -0.03 -0.2063
C 1.28168 2.60178 -3.91837 0.05 -0.02 -0.02 -0.0589
H -2.83390 -0.84751 -3.64677 0.02 0.02 0.01 0.0458
H -3.78560 0.32798 2.89228 0.03 0.01 -0.01 0.0159
Re 0.70802 1.62171 0.26944 0.59 0.19 0.29 1.3025
N 0.39092 2.19143 -1.73728 -0.02 -0.05 -0.10 -0.1174
Si -2.01753 -1.37799 2.46060 0.07 -0.08 0.05 0.3583
C 3.87307 0.46824 1.96800 0.04 -0.07 -0.12 -0.5697
H -1.40892 0.09999 -3.24940 0.03 0.03 0.04 0.0003
O 1.18627 1.20656 2.27361 -0.07 -0.09 0.11 -0.6618
H 1.55872 -3.27032 0.87377 0.02 0.01 -0.05 0.0156
H -1.46207 -4.08789 -0.59981 0.04 0.02 -0.01 0.0238
H 4.92036 -1.28588 2.48481 0.01 0.01 0.01 0.1717
H -4.32682 1.92806 -1.56115 0.00 -0.03 0.02 0.0434
H 1.28486 -0.58066 -2.55967 0.00 -0.04 0.04 -0.0086
C -0.78844 2.70396 -2.14761 0.03 -0.03 0.01 -0.1323
O 2.76010 2.53964 0.43994 -0.06 0.06 0.00 -0.3282
C -0.98095 -0.84192 3.91206 -0.08 -0.01 -0.02 -0.2204
O 4.77053 1.13699 -0.45312 0.05 0.01 -0.01 -0.0750
H 2.63846 -2.53156 -0.33395 -0.04 -0.01 0.04 0.0121
C 1.75026 -3.15117 -0.19193 -0.10 0.09 0.00 -0.2079
H -2.57499 -3.57018 1.38482 -0.01 0.04 0.02 0.0209
C -2.00529 -3.23357 2.25284 -0.01 0.07 0.02 -0.2079
I -1.77544 2.95538 2.38462 -0.01 -0.01 0.02 0.9010
H 2.11916 2.53563 -4.59834 -0.01 0.00 0.02 0.1241
O 1.95217 -1.34745 2.32183 0.01 0.03 -0.03 -0.4878
H -1.59673 2.69651 -1.43036 0.01 0.04 0.03 0.0904
H -1.94303 3.60768 -3.69303 0.02 -0.01 0.01 0.1272
C -3.92502 1.38709 -0.69951 0.03 -0.03 0.01 -0.2212
Si -3.01158 -0.14802 -1.28871 -0.19 0.02 -0.01 0.3642
Si 0.31750 -2.39898 -1.12480 0.00 -0.04 -0.03 0.3751
H 3.64238 -1.51829 1.44971 -0.05 0.00 0.03 0.1041
C -0.25208 3.35315 0.93210 0.03 0.04 -0.10 -0.7953
C 4.86372 1.32515 2.73580 -0.02 -0.04 0.01 -0.0794
P 3.41307 1.16999 0.35662 -0.30 0.08 0.15 0.3387
H -5.11677 -1.39858 -1.28651 0.03 -0.02 -0.02 0.0542
C -2.48374 0.02522 -3.08929 -0.03 -0.10 0.04 -0.2016
C 1.40072 2.13593 -2.63062 -0.01 0.01 0.07 -0.1005
H -4.06787 -2.07438 -0.04707 0.01 0.02 -0.08 0.0096
H -3.79711 -2.47331 -1.74400 0.01 0.01 0.01 0.0262
C -0.97197 -3.69875 -1.49342 0.05 0.00 0.04 -0.2007
C -0.98187 3.19883 -3.41403 -0.04 0.02 -0.03 -0.0702
P 2.29490 -0.08677 3.06129 0.10 0.03 0.00 0.9414
H 2.31918 1.68745 -2.28227 0.01 0.02 -0.03 0.1006
H -0.81195 0.23650 3.92239 -0.03 -0.04 -0.01 -0.0118
H 0.79729 2.45613 3.63796 -0.05 -0.02 0.00 0.0646
H 5.81215 1.44714 2.20842 -0.01 0.01 0.00 0.0919
H -0.46077 -4.53941 -1.97440 -0.04 0.03 -0.01 0.0513
C -3.75442 -0.69573 2.51931 0.04 -0.03 0.00 -0.2035
H -4.26736 -0.72598 1.55765 0.03 0.01 0.08 0.0008
H -2.46751 -3.68150 3.13846 0.02 0.01 -0.02 0.0517
H -1.51912 -1.10121 4.82902 0.01 0.00 -0.01 0.0548
H 4.43005 2.31155 2.89976 0.00 0.01 0.00 0.0929
H -4.32729 -1.32317 3.21016 0.01 0.05 0.01 0.0544
H -2.95430 0.90358 -3.53585 -0.01 -0.02 0.01 0.0337
H -0.98835 -3.62467 2.17694 -0.01 0.03 0.00 0.0367
Br -0.14031 3.80855 -6.05053 0.00 -0.02 0.06 0.8972
H -0.71836 3.96862 0.16714 -0.07 0.00 -0.02 -0.0238
H -3.32132 2.07920 -0.11064 0.00 -0.01 -0.03 -0.0415
C 0.90911 -1.59267 -2.71032 0.01 -0.05 0.03 -0.2040
C 0.07203 3.15481 -4.32018 -0.04 0.02 -0.05 -0.6621
H 1.73663 -2.18791 -3.10860 -0.04 -0.01 0.00 0.0504
H -0.02353 -1.36388 3.91982 -0.07 -0.01 0.00 0.0036
O 1.55199 2.37550 3.02615 0.05 0.04 -0.10 -0.1227

=====

56
Properties=species:S:1:pos:R:3:forces:R:3:lowdin_charge:R:1 method="wB97M-V/def2-TZVPD" total_charge=+2 orbital_gap_ha=0.156 relative_energy_kj_mol=797.0 e_tot_ev=-58007.7927 homo_energy_ev=-12.046 lumo_ev=-7.808 multiplicity=1
C 2.72386 -2.36837 1.89884 0.37 -1.90 2.51 -0.1430
C 2.13541 3.20804 2.50831 0.48 -1.26 1.59 -0.4618
H 5.75463 -3.49869 3.79810 -2.06 0.21 -0.61 0.0970
H 5.01906 -1.91271 1.73878 -1.38 -1.00 0.87 0.0960
H 1.35012 2.18067 -1.05771 0.80 -1.38 0.78 0.0698
C 0.72761 0.43628 0.32524 1.52 -0.02 0.07 -0.3280
H -0.00481 1.39644 2.31305 -0.55 -0.74 -1.76 0.1293
F -4.42270 -2.00881 0.79380 1.73 4.16 -0.01 0.0610
H 0.16664 -0.30526 -0.33599 0.54 1.13 0.83 0.1139
C -2.59858 1.13988 -2.94398 -0.38 -0.49 0.16 0.0202
C -1.20231 -0.02942 -5.20007 -0.31 0.00 -0.46 -0.2130
C 2.18339 -1.44781 0.67925 1.43 -0.96 1.93 -0.1628
C -1.82874 1.00917 0.94803 -0.32 -0.94 0.37 -0.0397
O -1.40322 -1.59961 1.23087 -2.38 4.20 0.99 -0.0299
H -0.44348 -0.60056 -5.73852 0.10 0.14 0.30 0.1315
N -1.64692 -2.57685 0.25573 0.70 -1.16 -3.67 0.0630
N -3.98549 1.83165 0.57951 -2.44 -2.83 -0.11 -0.0031
C 3.57125 -4.18205 4.32186 -1.42 1.89 -2.64 -0.0675
C -2.28698 -0.51111 1.00453 -2.97 2.05 -0.42 -0.0030
O -1.55426 -2.12496 -0.83330 -0.58 -1.02 1.95 0.1134
H -2.32637 0.43354 -6.98175 0.06 0.02 0.07 0.0920
H -4.60124 2.66117 0.43460 0.85 -0.74 0.13 0.1889
N -2.69500 2.10375 0.73804 1.38 -3.85 0.64 0.1148
H 1.43237 -2.03250 0.04935 1.13 0.73 0.60 0.1265
O 1.52639 -0.31610 1.30554 -1.10 -0.21 -1.35 -0.1898
H -0.11889 2.44361 0.81336 -0.43 -1.82 0.49 0.1058
H 2.75985 2.32748 2.72935 0.03 0.09 -0.25 0.1209
H 1.24774 -4.61362 4.51491 1.45 0.92 -0.93 0.0902
O -0.51279 0.65249 -4.13662 0.32 0.02 0.71 0.0228
H 3.11822 -1.10762 0.11924 -1.47 -0.49 0.31 0.1282
C 1.67483 -3.14164 2.73197 2.81 -0.79 1.19 -0.0348
H 2.61990 1.58748 0.20164 -1.38 -0.40 -1.29 0.0912
H 1.18357 2.91485 2.99641 -0.72 -0.16 -0.01 0.0478
C -1.84971 0.95699 -6.15041 -0.03 0.21 0.06 -0.0569
C 4.64421 -3.40546 3.50707 -3.53 0.24 -0.71 -0.0543
C 2.06463 -4.05404 3.94356 2.76 2.24 -2.46 -0.0580
H 3.81433 -4.87744 5.20342 -0.11 1.33 -1.61 0.0961
C 4.20892 -2.49148 2.30328 -2.15 -1.75 1.87 -0.0231
H -2.60446 1.56617 -5.64873 -0.06 -0.10 -0.05 0.0669
H 2.32706 0.61391 -1.32759 -1.12 0.84 1.04 0.1009
Ca 0.93001 5.29824 2.15355 1.36 -1.57 -1.04 1.6779
H -3.09235 0.40738 -3.57788 0.00 0.15 -0.15 0.0781
C -3.83492 -0.71774 0.80273 1.48 1.90 -0.06 -0.0009
H -2.89826 0.91080 -1.91843 0.12 0.20 -0.02 0.0523
C -4.68575 0.58586 0.57592 3.60 -1.90 0.68 0.1349
C -0.26463 1.35273 1.19096 -0.84 1.11 -0.96 -0.0516
H 2.53279 3.93420 3.24727 0.55 0.72 0.32 0.0546
H -5.81370 0.50176 0.43254 1.78 0.52 0.20 0.1658
H 0.55969 -3.08253 2.46045 1.95 -0.01 0.40 0.0771
O 2.06748 3.61168 1.23695 -1.53 2.61 -0.30 -0.4373
C 1.80231 1.27141 -0.54955 0.38 0.08 0.73 -0.0543
H -2.94296 2.14179 -3.20692 0.03 -0.08 -0.01 0.1047
C -1.09696 1.10235 -3.01938 0.26 0.19 -0.24 -0.4916
H -1.91145 -0.75924 -4.80030 0.03 0.13 0.08 0.1171
O -0.41701 1.53709 -2.11054 -0.71 -0.32 -0.70 0.0623
H -1.10236 1.64676 -6.55031 -0.02 -0.16 -0.01 0.0915

=====

55
Properties=species:S:1:pos:R:3:forces:R:3:lowdin_charge:R:1 method="wB97M-V/def2-TZVPD" total_charge=-1 orbital_gap_ha=0.123 e_tot_ev=-56257.2277 homo_energy_ev=-2.019 lumo_ev=1.316 multiplicity=1
O -4.22578 -1.40570 -0.41420 1.46 0.65 1.11 -0.2324
C 0.75339 -0.15477 -2.95797 1.14 -0.37 0.66 -0.1465
O 1.36540 0.46082 4.42087 -0.51 1.19 -2.37 -0.1533
H -3.26197 3.51566 0.61009 0.07 -0.18 0.77 0.1257
H -2.85840 -5.63728 2.98057 0.06 -0.05 -0.19 0.0444
H -2.03959 0.60678 2.05975 0.72 -0.20 -0.70 0.1337
H 2.22605 0.63801 3.99655 -0.12 -0.41 0.51 0.0623
C -0.41354 3.61491 0.05027 0.83 0.00 0.60 -0.1328
H 1.27468 2.17355 0.39797 0.00 0.78 -0.57 0.0459
C -1.16749 0.57796 -1.41965 0.62 -0.44 0.81 -0.0910
H -1.32627 -4.21294 1.58020 0.49 -0.10 0.03 0.0575
H 1.01480 0.27098 -0.82636 -0.84 -0.33 -0.33 0.0788
H 0.08276 -1.26896 -1.20410 0.04 0.99 0.25 0.1366
H -2.69047 -3.59528 0.70966 -0.16 0.08 -0.44 0.0455
H -1.95061 -0.10305 -1.85050 0.76 0.66 0.42 0.1386
C 2.31702 -0.24004 -2.85499 1.29 -0.04 -0.56 -0.2124
H 6.37399 -0.29664 -2.44010 -0.97 -0.06 -0.17 0.0884
O -2.17572 -1.14502 1.10372 -0.86 1.44 -1.15 -0.1478
C 4.49012 -1.52203 -2.60066 -0.81 1.18 -0.03 -0.0889
O 0.78929 2.60759 2.94016 0.23 -2.27 0.32 -0.1554
O -3.14237 0.86838 -0.14636 0.60 -1.90 1.22 -0.2063
H 2.61383 1.99598 -2.96799 0.17 -0.98 0.02 0.0944
O -4.55780 -0.05914 1.60015 1.73 -0.92 -0.05 -0.2312
O -2.65284 3.07865 1.23841 0.84 -0.23 -1.58 0.1109
H 1.73477 3.79503 -0.41942 -0.34 -0.93 0.31 0.0818
C 4.54879 0.96818 -2.73234 -0.94 -1.53 0.14 -0.0902
P 0.17317 1.12873 3.43225 -0.50 -0.19 1.99 0.5599
H -4.25083 -4.99637 2.08295 0.12 -0.07 -0.18 0.0478
H 5.10441 1.93546 -2.73643 -0.51 -0.95 0.00 0.0897
H -0.73494 4.30960 -0.77605 0.15 -0.66 0.67 0.1148
B -1.57703 2.58747 0.45705 -0.19 0.74 0.22 -0.3510
H 0.86229 0.14921 1.26452 -0.79 -0.15 0.40 0.0807
O -1.03987 1.23742 4.26541 0.82 0.21 -1.23 -0.2522
O -2.33274 -5.64379 0.39502 0.67 0.26 -0.70 -0.3792
C -0.01240 0.01110 1.94789 0.47 -1.22 -0.32 -0.1158
H -0.24832 4.27606 0.95239 -0.37 -0.57 -0.87 0.1060
C 3.08755 0.99557 -2.87088 1.70 -1.70 0.35 -0.0549
C -1.41716 0.08865 1.26098 -0.76 2.32 1.96 -0.3012
C -2.31097 -4.54312 1.15275 -1.04 -1.02 0.65 -0.6312
C 0.98317 2.97137 -0.32268 -0.98 0.49 -1.05 -0.1126
C 0.20883 -0.18366 -1.44721 -0.30 0.18 -1.78 -0.1625
H 0.87205 2.50984 -1.34444 0.36 0.28 1.05 0.0564
H -3.22976 -3.90626 3.03446 -0.09 0.03 0.16 0.0352
C -3.21752 -4.79554 2.38037 0.05 0.84 0.64 -0.1618
H 1.72781 2.43948 2.71574 -0.51 0.58 -0.09 0.0711
C 3.03688 -1.51794 -2.73848 1.07 2.09 0.16 -0.0282
C 5.27287 -0.28947 -2.57512 -2.65 0.21 -0.36 -0.0983
H 0.08476 -1.03872 2.35859 -0.08 1.05 -0.25 0.1322
C -1.67580 1.01387 0.01615 -0.58 -0.59 -0.59 -0.2691
H 4.99900 -2.51118 -2.50389 -0.44 1.02 -0.08 0.0952
H -1.13524 1.49267 -2.06494 0.08 -0.70 0.47 0.1180
H 2.48051 -2.48283 -2.72289 0.48 0.94 -0.07 0.1126
H 0.46891 0.78715 -3.49488 0.27 -0.68 0.61 0.1059
H 0.34515 -1.00700 -3.56471 0.36 0.71 0.68 0.1216
S -3.64681 -0.54942 0.59236 -2.31 0.50 -1.49 0.7148

=====

16
Properties=species:S:1:pos:R:3:forces:R:3:lowdin_charge:R:1 method="wB97M-V/def2-TZVPD" total_charge=0 orbital_gap_ha=0.321 relative_energy_kj_mol=444.1 e_tot_ev=-19125.8189 homo_energy_ev=-8.737 lumo_ev=-0.012 multiplicity=1
H 1.35655 2.45916 -0.28500 -0.84 -0.05 0.45 0.0406
H -1.11194 -0.41517 1.79625 0.34 1.44 -0.96 0.1172
C 0.44595 0.61577 0.33472 -1.18 6.54 -0.17 -0.2684
C -0.24778 -1.50611 0.21234 -0.23 1.84 -5.36 -0.2279
N 2.86300 0.26091 -0.45584 -1.97 -1.75 0.51 0.1084
C 1.65644 -0.14814 -0.15490 1.12 1.57 0.71 -0.4746
C 0.46410 2.02250 0.21244 -0.72 -0.73 3.52 0.0568
S -2.46552 0.16784 -0.34022 1.78 0.08 1.72 0.6558
N 1.22480 -1.39037 -0.04789 0.00 -6.61 2.05 0.0199
H -0.64271 -1.28280 -0.88912 0.49 -2.18 1.91 0.0954
C -0.79945 -0.18895 0.73266 0.25 -0.87 0.16 -0.4771
H -1.74479 0.34308 -1.45629 -0.04 0.06 0.00 -0.1507
H 2.97137 1.19960 -0.14123 0.03 0.98 -0.14 0.0011
H -0.66487 -2.37961 0.64433 0.25 -0.97 0.24 0.1047
H -0.22481 2.86752 1.07039 1.89 -3.01 -3.43 0.1807
H 1.77922 -2.34134 0.20662 -1.17 3.67 -1.22 0.2181